1.
C5H8O | ωB97M-V with the def2-TZVPD basis set

Values from the calculation:
E: -270.39381 Eh
net charge: 0
energy above the lowest of the compared OMol25 structures with the same formula, charge and spin: 4.465 eV
frontier orbital gap (alpha / beta): 7.49 / 7.49 eV

Element x y z (Å)
C  1.113  -0.008  1.486
C  0.328  -0.432  0.255
C  0.621  0.130  -1.112
C  -0.666  0.696  -0.615
C  -1.716  -0.210  -0.675
O  -0.319  -1.553  0.290
H  0.659  -0.235  2.462
H  2.043  -0.574  1.426
H  1.367  1.051  1.519
H  0.519  -0.641  -1.885
H  1.425  0.839  -1.254
H  -0.792  1.733  -0.327
H  -1.992  -0.844  -1.522
H  -2.579  0.035  -0.066

2.
C5H8O | ωB97M-V with the def2-TZVPD basis set

Values from the calculation:
E: -270.33412 Eh
net charge: 0
energy above the lowest of the compared OMol25 structures with the same formula, charge and spin: 6.089 eV
frontier orbital gap (alpha / beta): 8.11 / 8.11 eV

Element x y z (Å)
C  2.003  -0.458  0.192
C  0.920  0.454  -0.310
C  -0.333  0.122  -0.825
C  -1.663  -0.592  0.392
O  -1.557  0.567  1.141
C  -1.148  1.076  -0.076
H  1.637  -1.470  0.388
H  2.430  -0.068  1.124
H  2.831  -0.531  -0.528
H  1.094  1.519  -0.155
H  -0.590  -0.481  -1.701
H  -1.258  -1.501  0.838
H  -2.625  -0.717  -0.106
H  -1.671  1.981  -0.400

3.
C5H8O | ωB97M-V with the def2-TZVPD basis set

Values from the calculation:
SMILES: C1CC1[C@H]1CO1
E: -270.45955 Eh
net charge: 0
energy above the lowest of the compared OMol25 structures with the same formula, charge and spin: 2.676 eV
frontier orbital gap: 11.25 eV

Element x y z (Å)
C  1.083  -1.314  -0.280
C  0.149  -1.488  0.877
C  0.479  -0.101  0.357
C  -0.465  0.763  -0.436
C  -0.777  2.111  0.011
O  0.053  1.966  -1.115
H  0.705  -1.566  -1.266
H  2.144  -1.490  -0.137
H  0.584  -1.785  1.832
H  -0.837  -1.906  0.697
H  1.125  0.479  1.017
H  -0.996  0.427  -1.309
H  -1.771  2.544  -0.080
H  -0.174  2.485  0.834

4.
C5H8O | ωB97M-V with the def2-TZVPD basis set

Values from the calculation:
SMILES: C1C[C@@H]2C[C@@H]2O1
E: -270.50277 Eh
net charge: 0
energy above the lowest of the compared OMol25 structures with the same formula, charge and spin: 1.500 eV
frontier orbital gap: 10.52 eV

Element x y z (Å)
C  1.579  0.077  -0.367
C  0.569  0.241  0.746
C  -0.754  0.886  0.365
C  -1.443  -0.239  -0.425
O  -0.421  -1.097  -0.923
C  0.659  -1.041  -0.023
H  1.310  0.497  -1.331
H  2.639  0.074  -0.149
H  0.921  0.305  1.772
H  -0.595  1.783  -0.246
H  -1.343  1.176  1.241
H  -2.025  0.125  -1.275
H  -2.096  -0.830  0.228
H  0.981  -1.995  0.386

5.
C5H8O | ωB97M-V with the def2-TZVPD basis set

Values from the calculation:
E: -270.39111 Eh
net charge: 0
energy above the lowest of the compared OMol25 structures with the same formula, charge and spin: 4.538 eV
frontier orbital gap: 8.90 eV

Element x y z (Å)
C  0.906  1.585  -0.640
C  -0.278  0.662  -0.685
C  -0.002  -0.732  -0.779
O  -0.634  -2.016  1.097
C  -0.783  0.291  0.670
C  -0.937  -0.709  1.499
H  1.664  1.201  0.054
H  0.585  2.565  -0.291
H  1.343  1.644  -1.638
H  -1.103  0.976  -1.312
H  -0.658  -1.431  -1.293
H  1.006  -1.122  -0.612
H  0.244  -2.228  1.425
H  -1.353  -0.688  2.505

6.
C5H8O | ωB97M-V with the def2-TZVPD basis set

Values from the calculation:
E: -270.42733 Eh
net charge: 0
energy above the lowest of the compared OMol25 structures with the same formula, charge and spin: 3.553 eV
frontier orbital gap: 9.55 eV

Element x y z (Å)
C  1.709  -0.264  0.182
C  0.644  0.788  -0.089
C  -0.672  0.235  -0.629
C  -1.422  -0.763  0.248
O  -2.359  0.294  0.550
C  -1.829  1.189  -0.282
H  1.370  -0.996  0.924
H  2.613  0.212  0.572
H  1.981  -0.818  -0.721
H  1.018  1.526  -0.806
H  -0.603  -0.035  -1.685
H  -0.936  -1.144  1.148
H  -1.955  -1.570  -0.252
H  0.441  1.344  0.840

7.
C5H8O | ωB97M-V with the def2-TZVPD basis set

Values from the calculation:
SMILES: C[C@@H]1OC12CC2
E: -270.39716 Eh
net charge: 0
energy above the lowest of the compared OMol25 structures with the same formula, charge and spin: 4.374 eV
frontier orbital gap: 10.09 eV

Element x y z (Å)
C  1.058  0.731  1.454
C  -0.165  1.046  0.616
O  -1.266  0.388  1.099
C  -0.413  0.064  -0.406
C  0.247  -1.058  -1.136
C  -1.237  -0.747  -1.294
H  1.953  0.834  0.840
H  1.083  1.413  2.307
H  0.998  -0.293  1.848
H  -0.225  2.079  0.292
H  0.693  -1.902  -0.629
H  0.805  -0.774  -2.047
H  -1.616  -0.447  -2.263
H  -1.917  -1.333  -0.680

8.
C5H8O | ωB97M-V with the def2-TZVPD basis set

Values from the calculation:
E: -270.40709 Eh
net charge: 0
energy above the lowest of the compared OMol25 structures with the same formula, charge and spin: 4.104 eV
frontier orbital gap: 8.25 eV

Element x y z (Å)
O  -2.430  1.146  -1.334
C  -1.578  0.254  -1.379
C  -1.256  -0.225  -0.086
C  -0.476  0.564  0.895
C  0.853  -0.211  1.047
C  1.359  -0.580  -0.345
H  -1.266  -0.251  -2.315
H  0.548  -1.115  -0.859
H  -0.290  1.600  0.573
H  -1.001  0.567  1.857
H  1.574  0.395  1.610
H  0.675  -1.128  1.617
H  1.614  0.312  -0.931
H  2.215  -1.259  -0.324